# 1
A molecular structure, C15H13BiClFeI2O6S. Source: the Open Molecules 2025 dataset; level of theory: ωB97M-V/def2-TZVPD.

The geometry in XYZ format:
```
40
Properties=species:S:1:pos:R:3:mulliken_charge:R:1
I 2.33 -3.04 -0.58 0.5443
I 4.08 -2.12 -2.28 0.6212
Bi -1.58 0.19 -0.17 1.5309
Fe 0.21 -1.17 -1.11 0.2225
S 0.70 0.49 -2.37 -0.2339
C -0.94 -2.26 -1.98 0.3748
C -0.44 -2.06 0.72 0.1053
C 0.46 0.07 -4.17 1.2237
C 1.47 0.96 -4.89 -1.5205
C -0.98 0.42 -4.55 -1.4254
C 0.76 -1.39 -4.47 -1.0304
C -2.66 1.96 1.91 0.0838
C -2.64 2.58 -1.15 0.0901
O -0.86 -3.10 1.07 -0.1969
O -1.88 -2.86 -2.34 -0.1585
O -2.67 2.55 2.89 -0.0840
O -3.07 3.63 -1.29 -0.0272
H 1.39 0.81 -5.97 0.4632
H 2.48 0.71 -4.56 0.4087
H 1.28 2.02 -4.67 0.4372
H -1.07 0.38 -5.64 0.4359
H -1.24 1.43 -4.21 0.3790
H -1.70 -0.28 -4.12 0.3203
H 0.75 -1.52 -5.56 0.5218
H 0.02 -2.07 -4.03 0.2889
H 1.75 -1.67 -4.08 -0.0620
Cl 0.09 1.15 8.33 0.1201
C 0.23 0.78 6.66 0.3288
C 0.19 -0.55 6.23 -0.5516
C 0.28 -0.85 4.87 -0.4048
C 0.37 0.19 3.94 0.5051
C 0.42 1.52 4.37 -0.2242
C 0.37 1.82 5.72 -0.5902
C 0.29 -0.14 2.47 0.7636
O 0.69 -1.28 2.09 -0.4849
O -0.19 0.77 1.71 -0.7249
H 0.09 -1.34 6.97 0.4847
H 0.26 -1.88 4.53 0.4684
H 0.51 2.31 3.62 0.5190
H 0.43 2.85 6.07 0.4784
```

Summary:
E_HOMO (spin up / spin down)   -0.783 / -0.779 Ha
Lowest unoccupied orbital energy (spin up / spin down)   -14.78 / -16.68 eV
Maximum force   9.1 eV Å⁻¹
DFT total energy   -3961.11352 Eh
Relative energy (zero: lowest compared OMol25 entry of this formula, charge and spin)   0.0 kcal/mol
Multiplicity   6
Charge   +4

***

# 2
A molecular structure, C4H18NO11V2. Source: the Open Molecules 2025 dataset; level of theory: ωB97M-V/def2-TZVPD.

The geometry in XYZ format:
```
36
Properties=species:S:1:pos:R:3:mulliken_charge:R:1
O -7.44 3.77 19.08 -0.4531
V -8.60 2.65 19.00 1.1109
O -7.80 1.27 18.83 -0.4370
O -13.42 5.87 20.66 -0.4871
V -11.97 5.61 19.96 1.3446
O -11.20 6.99 20.06 -0.4723
N -14.38 1.53 20.04 -0.1809
H -13.69 2.26 20.14 0.1342
H -15.17 2.12 19.81 0.4464
H -14.55 0.99 20.87 0.3842
H -14.16 0.90 19.28 0.3282
C -11.27 3.12 19.41 1.8907
O -12.41 3.40 19.63 -1.1228
O -10.42 4.02 19.43 -1.0533
O -10.88 2.01 19.05 -0.5367
O -11.80 0.45 17.03 -0.6869
H -11.46 0.97 17.76 0.3776
H -11.12 0.50 16.36 0.3063
O -13.48 2.83 16.94 -0.6781
H -13.13 1.94 16.96 0.3792
H -13.16 3.23 17.75 0.2868
O -8.62 2.46 21.37 -0.4156
H -9.49 2.69 21.70 0.2831
H -8.12 2.25 22.16 0.3054
C -9.80 -1.25 20.24 -1.2454
C -11.32 -1.16 20.36 0.8112
C -11.91 -2.22 21.28 -1.3864
O -11.64 0.13 20.88 -0.6089
H -9.25 -0.99 21.14 0.3065
H -9.44 -0.48 19.56 0.2102
H -9.44 -2.23 19.91 0.4004
H -11.65 -1.16 19.32 0.1763
H -12.09 -3.22 20.88 0.3708
H -12.91 -1.94 21.63 0.3305
H -11.26 -2.27 22.16 0.3415
H -11.41 0.77 20.21 0.2395
```

Summary:
E_HOMO   -0.483 Ha
Lowest unoccupied orbital energy   -6.13 eV
Maximum force   6.7 eV Å⁻¹
DFT total energy   -2933.37679 Eh
Multiplicity   1
Charge   +1

***

- Which value of charge does entry 1 give?
  +4

***

- Which of these has the highest maximum force?
  C15H13BiClFeI2O6S